Molecular formula: C39H30N4O4PSV
Method: DFT, ωB97M-V/def2-TZVPD

Values from the calculation:
Molar mass (g/mol): 732.7
Lowest unoccupied orbital energy (spin up / spin down) (eV): 2.5 / 2.4
<S²>: 3.78
HOMO-LUMO gap (spin up / spin down) (eV): 5.38 / 7.66

Structure (ORCA input):
```
! RIJCOSX wB97M-V def2-TZVPD def2/J DEFGRID3
* xyz -1 4
C -2.794 -3.408 0.155
C 2.886 0.344 3.093
C 3.919 0.074 -4.051
H -5.031 1.036 2.072
C 0.172 0.801 2.902
C -1.444 2.038 -2.021
H 1.495 2.425 -3.645
H 2.492 -2.995 -3.976
C 2.657 -1.947 -3.762
H 3.345 1.729 -2.830
C 1.992 2.010 -0.421
O 2.310 -3.768 -0.559
C -3.397 -3.898 -2.108
C -2.551 -2.879 -2.531
H -3.951 -4.484 -2.831
H 3.944 0.131 3.133
H -3.285 2.957 -2.632
V -0.636 -1.623 1.283
H -2.940 1.764 -0.641
H 1.702 5.077 1.007
H -1.493 1.002 -0.229
H 2.947 2.120 4.333
H -1.171 -1.380 -1.832
C -1.678 3.503 -3.936
N -2.050 1.417 -0.954
C 2.084 0.018 -2.481
C 3.678 -1.253 -4.389
H 0.533 2.522 4.168
C 1.533 -3.260 0.224
O 0.476 -3.036 2.332
H -3.604 -0.750 1.165
H -1.521 2.764 3.856
P 0.945 0.752 -1.254
H 0.400 3.450 -0.285
H -3.938 2.875 3.457
H 4.727 0.620 -4.524
C -2.021 -2.758 2.364
C 1.424 -3.668 1.727
C 1.427 3.221 -0.020
S -3.850 -4.617 2.501
O 0.701 -2.303 -0.078
N 0.727 -0.273 2.277
C -2.006 2.007 3.255
O 2.191 -4.475 2.220
H 4.303 -1.748 -5.123
C 0.979 1.677 3.664
N -1.835 -0.009 1.921
H 4.056 4.591 1.619
C 4.044 2.660 0.680
H 3.748 0.778 -0.292
H 5.065 2.427 0.958
C 1.865 -1.317 -2.811
C -0.323 3.362 -4.224
C -1.233 0.961 2.705
C -3.349 2.071 3.036
C -1.852 -2.179 -1.567
H -2.309 4.122 -4.563
C -0.081 1.867 -2.314
H -3.545 -4.386 4.909
C -2.253 -3.042 3.750
C 2.162 4.143 0.709
H 0.123 3.874 -5.066
C 2.050 -0.472 2.376
C 2.322 1.448 3.757
C -3.181 0.057 1.751
H 2.435 -1.332 1.844
H 1.119 -1.884 -2.271
C 3.302 1.733 -0.037
C -2.823 -3.554 1.598
C -2.230 2.851 -2.855
H -1.716 -2.561 4.557
N -1.965 -2.431 -0.265
H -4.170 -4.957 -0.402
C -3.965 1.049 2.255
C -3.525 -4.167 -0.761
C 0.444 2.547 -3.413
C 3.133 0.700 -3.099
C 3.479 3.870 1.053
H -2.419 -2.636 -3.576
C -3.199 -3.995 3.964
*
```